# 1
{
  "formula": "C39H36F6MoN4O5S5",
  "method": "the ωB97M-V functional and the def2-TZVPD basis",
  "spin_multiplicity": 3,
  "homo_ha": [-0.486, -0.495],
  "molar_mass_g_mol": 1011.0,
  "gap_ev": [6.1, 6.2],
  "s2": 2.04,
  "total_charge": 2,
  "lumo_energy_ev": [-7.16, -7.27],
  "elements": ["C", "N", "O", "H", "F", "H", "H", "C", "Mo", "C", "H", "S", "N", "C", "C", "H", "H", "H", "S", "C", "C", "H", "C", "H", "H", "C", "N", "H", "C", "O", "C", "C", "H", "H", "C", "C", "C", "H", "H", "H", "C", "C", "S", "H", "H", "C", "H", "O", "C", "H", "H", "H", "C", "H", "H", "C", "C", "F", "S", "H", "H", "C", "H", "H", "H", "H", "H", "C", "C", "H", "C", "O", "H", "C", "C", "O", "C", "C", "H", "F", "C", "F", "F", "C", "C", "F", "H", "C", "C", "S", "C", "C", "N", "C", "C", "H"],
  "xyz": [[3.71, -2.21, 0.27], [3.25, -0.95, -0.30], [-2.89, -0.52, -0.02], [-3.77, -0.98, -6.06], [-4.89, -1.61, 1.86], [-1.52, -0.12, -6.70], [-0.29, 2.05, -2.63], [0.14, 5.83, -1.89], [-1.13, 0.70, -0.32], [-1.75, -0.30, -5.65], [1.85, -6.82, 0.22], [-3.79, 2.25, -0.82], [-0.39, 2.65, -0.06], [0.99, -5.04, 1.05], [1.80, -6.89, 2.36], [-2.91, 1.54, -5.57], [3.67, 1.05, -0.65], [3.27, -4.30, 0.04], [-3.15, 0.48, -3.46], [-0.62, 2.05, 2.22], [-0.95, -0.07, 3.97], [2.25, -7.87, 2.41], [0.04, 4.00, -3.44], [-0.93, -1.32, 2.25], [-1.40, 1.63, -4.65], [-0.71, 0.74, 1.69], [1.57, -3.18, -0.38], [-2.45, -1.78, -3.40], [4.63, 0.38, 1.17], [-2.82, 2.04, 0.26], [-0.35, 4.46, 1.52], [4.18, 0.17, -0.26], [0.24, 6.88, -1.67], [7.37, 0.22, 3.13], [1.58, -6.30, 1.13], [0.86, -4.97, 3.45], [-0.87, 1.23, 4.47], [0.34, 6.05, -4.00], [-0.29, -4.09, -0.39], [3.47, -2.23, 1.34], [-0.16, 5.37, 0.52], [-0.07, 4.94, -0.82], [1.27, 0.67, -1.05], [-1.11, -0.89, 4.66], [1.03, -5.05, -1.10], [-3.21, -1.28, -3.99], [-0.43, 4.77, 2.54], [-2.11, 0.46, -2.35], [0.64, -4.38, 2.22], [-0.94, 1.41, 5.53], [-0.08, 6.43, 0.75], [0.58, -4.45, 4.36], [5.95, 0.20, 1.53], [3.33, 1.14, 4.20], [-4.19, -1.68, -3.73], [-5.07, -0.43, 1.28], [1.45, -6.22, 3.52], [-5.47, 3.03, 1.04], [-4.30, -0.42, -0.43], [0.08, 3.65, -4.46], [1.62, -6.68, 4.48], [-0.86, -0.30, 2.61], [4.79, -2.28, 0.15], [0.18, -3.40, 2.16], [-0.62, 3.28, 3.99], [5.03, -0.06, -0.90], [6.69, -0.06, 0.79], [0.19, 5.37, -3.18], [6.34, 0.36, 2.86], [3.32, -3.40, -1.49], [-2.90, -1.30, -5.48], [-3.26, 2.86, -1.99], [5.69, 0.82, 4.84], [-0.21, 3.55, -1.08], [1.07, -1.95, -0.43], [-4.77, -1.49, -1.22], [-2.21, 0.97, -4.96], [-0.45, 3.09, 1.21], [-2.62, -2.30, -5.81], [-6.34, -0.10, 1.30], [1.96, -0.82, -0.54], [-4.36, 0.48, 1.96], [-4.39, 4.63, 0.07], [-0.16, 3.11, -2.42], [4.07, 0.88, 3.45], [-6.00, 3.63, -0.97], [-0.86, -0.69, -5.16], [3.01, -3.36, -0.44], [5.39, 0.69, 3.81], [-0.62, -1.65, -0.47], [-0.69, 2.28, 3.59], [-5.01, 3.48, -0.12], [-4.66, 0.98, -1.05], [0.76, -4.37, -0.28], [3.68, 0.72, 2.13], [2.65, 0.87, 1.84]]
}

# 2
{
  "formula": "C23H22BrFMoN3O5SbSe4",
  "method": "the ωB97M-V functional and the def2-TZVPD basis",
  "spin_multiplicity": 3,
  "homo_ha": [-0.266, -0.269],
  "molar_mass_g_mol": 1052.9,
  "gap_ev": [6.3, 6.4],
  "s2": 2.03,
  "total_charge": 0,
  "lumo_energy_ev": [-0.95, -0.86],
  "elements": ["C", "Se", "C", "C", "C", "Br", "C", "N", "H", "O", "C", "H", "H", "C", "C", "H", "C", "C", "H", "C", "H", "O", "C", "Mo", "H", "C", "H", "O", "Se", "H", "C", "Se", "C", "H", "C", "O", "H", "C", "C", "H", "Se", "H", "C", "H", "H", "C", "H", "H", "F", "C", "O", "Sb", "H", "C", "C", "N", "H", "N", "H", "H", "H"],
  "xyz": [[3.27, -1.03, 1.63], [0.10, -2.50, 0.21], [-4.67, 4.96, -6.42], [-2.22, 2.48, 0.98], [2.37, -0.53, 2.55], [-1.06, 5.18, -4.47], [-2.77, 4.57, -5.00], [4.07, -2.14, 1.96], [1.41, 0.35, 4.82], [-2.64, 2.39, -0.24], [3.32, -3.60, 0.13], [1.45, -2.91, 2.38], [-6.32, 3.60, -6.19], [1.24, 0.76, 0.84], [-3.42, 3.47, -4.43], [0.28, -1.80, 3.99], [-0.24, -1.06, 4.61], [1.35, 0.37, 2.18], [2.51, -5.24, 1.12], [4.52, -3.00, 0.85], [-0.20, -1.39, 5.65], [-2.75, 3.12, 1.86], [3.51, -3.05, 2.97], [-2.06, 0.96, -1.62], [-2.89, 6.16, -6.41], [-3.40, 5.31, -5.99], [-1.28, -1.04, 4.29], [-3.59, 1.75, -2.78], [-1.19, -0.86, -3.26], [5.13, -2.46, 0.14], [-5.33, 3.88, -5.86], [-2.71, -4.60, -1.95], [2.25, 0.39, -0.05], [-0.17, 1.05, 5.04], [0.39, 0.32, 4.46], [-1.60, 2.54, -3.11], [2.19, 0.70, -1.09], [3.27, -0.41, 0.35], [-4.70, 3.15, -4.87], [5.15, -3.78, 1.29], [-3.14, -0.72, -0.24], [3.62, -4.35, -0.60], [-0.94, 1.73, 1.31], [2.75, -2.83, -0.40], [-5.19, 2.29, -4.41], [-0.69, 1.46, 2.63], [2.37, -0.92, 3.55], [1.85, -4.47, 3.10], [4.24, -0.69, -0.54], [-2.83, 2.58, -3.40], [-0.21, 1.26, -0.91], [-1.73, -2.50, -1.45], [-5.15, 5.55, -7.20], [-0.01, 1.29, 0.36], [2.22, -3.67, 2.45], [0.37, 0.77, 3.07], [3.31, -2.54, 3.91], [2.34, -4.24, 1.07], [4.27, -3.80, 3.19], [-1.40, 1.79, 3.37], [1.37, -4.06, 0.62]]
}

# 3
{
  "formula": "C6H12N2",
  "method": "the ωB97M-V functional and the def2-TZVPD basis",
  "homo_ha": -0.315,
  "molar_mass_g_mol": 112.2,
  "gap_ev": 9.5,
  "smiles": "Cc1c[nH]cn1.CC",
  "total_charge": 0,
  "lumo_energy_ev": 0.93,
  "elements": ["H", "N", "H", "C", "H", "H", "C", "C", "H", "H", "C", "H", "H", "C", "C", "H", "H", "N", "H", "H"],
  "xyz": [[0.52, 2.74, -1.55], [0.22, 0.65, -1.75], [0.08, -1.86, -0.70], [-0.82, -1.58, -1.26], [0.22, -1.36, 2.48], [-1.87, 2.90, -1.16], [-1.95, 0.65, -1.10], [1.68, 0.22, 2.03], [-2.95, 0.64, -0.71], [1.98, -1.84, 2.10], [1.10, -1.21, 1.90], [2.58, 0.23, 2.63], [0.97, 0.80, 2.56], [-0.86, -0.11, -1.44], [-0.15, 1.90, -1.55], [2.07, 0.60, 1.08], [-0.55, -1.94, -2.31], [-1.44, 1.99, -1.18], [0.91, -1.36, 0.84], [-1.74, -2.04, -0.90]]
}

# 4
{
  "formula": "C12H23GaN2O2P2",
  "method": "the ωB97M-V functional and the def2-TZVPD basis",
  "homo_ha": -0.601,
  "molar_mass_g_mol": 359.0,
  "gap_ev": 8.6,
  "total_charge": 2,
  "lumo_energy_ev": -7.76,
  "elements": ["C", "H", "H", "C", "C", "C", "H", "H", "H", "H", "Ga", "H", "P", "H", "C", "H", "H", "C", "C", "C", "H", "N", "P", "H", "H", "H", "H", "H", "H", "H", "C", "C", "H", "N", "O", "H", "H", "C", "H", "H", "O", "C"],
  "xyz": [[-1.30, -1.43, -2.43], [2.33, 3.24, -3.02], [2.00, -2.83, -3.81], [2.31, -1.23, -1.65], [1.03, -1.65, -2.35], [-0.85, -1.00, 1.45], [3.38, 0.26, 1.81], [-0.54, 4.64, 0.09], [-3.23, -0.01, 1.18], [2.76, -0.35, -2.16], [-0.05, 0.18, -0.05], [-3.09, 2.03, -2.55], [2.03, -0.77, 0.11], [-2.37, -2.54, -3.86], [-0.19, -2.83, -4.05], [-0.23, -3.48, -4.94], [2.84, -2.97, 0.74], [3.52, 0.01, 0.74], [-1.37, -2.33, -3.49], [-2.53, -0.77, -1.84], [-3.20, -0.43, -2.65], [-0.12, -1.16, -1.86], [-2.12, 0.70, -0.83], [3.73, 0.94, 0.19], [-1.94, 3.02, -1.55], [-1.31, 1.86, -2.75], [4.39, -0.67, 0.65], [1.80, -2.24, 2.01], [-1.14, 5.41, -1.14], [1.27, 4.01, -2.14], [1.92, -2.40, 0.93], [-3.37, 0.82, 0.47], [-3.11, -1.49, -1.24], [-1.31, -1.66, 2.30], [-0.71, 4.57, -0.88], [-3.23, 1.77, 1.01], [-4.37, 0.79, 0.04], [-2.12, 2.05, -2.03], [3.04, -2.05, -1.69], [1.05, -2.95, 0.54], [1.45, 3.16, -2.58], [1.03, -2.47, -3.47]]
}

# 5
{
  "formula": "C6H9N2O2",
  "method": "the ωB97M-V functional and the def2-TZVPD basis",
  "homo_ha": -0.163,
  "molar_mass_g_mol": 141.2,
  "gap_ev": 8.3,
  "total_charge": -1,
  "lumo_energy_ev": 3.84,
  "elements": ["H", "C", "C", "O", "H", "C", "H", "H", "H", "H", "O", "C", "C", "C", "N", "H", "H", "N", "H"],
  "xyz": [[-0.27, -1.70, 0.80], [-3.97, -0.24, -0.29], [-2.67, 0.21, -0.92], [-1.83, -0.71, -1.25], [-4.18, 0.35, 0.60], [0.50, -0.95, 0.71], [-4.75, -0.25, -1.04], [1.82, 1.20, -1.27], [-3.77, -1.24, 0.12], [4.21, 0.32, 1.85], [-2.49, 1.41, -1.19], [2.32, 0.15, 0.60], [1.59, 0.47, -0.51], [3.74, 0.55, 0.88], [1.60, -0.71, 1.40], [4.44, 0.16, 0.15], [-0.47, -0.36, -1.16], [0.47, -0.30, -0.50], [3.71, 1.64, 1.02]]
}

# 6
{
  "formula": "C5H7NO",
  "method": "the ωB97M-V functional and the def2-TZVPD basis",
  "homo_ha": -0.363,
  "molar_mass_g_mol": 97.1,
  "gap_ev": 10.8,
  "smiles": "C#CCCNC=O",
  "total_charge": 0,
  "lumo_energy_ev": 0.89,
  "elements": ["O", "H", "H", "H", "N", "C", "C", "C", "H", "C", "H", "H", "H", "C"],
  "xyz": [[-2.02, 0.30, -1.16], [1.49, -1.83, -0.01], [-0.02, -1.29, 1.69], [0.37, -1.37, -1.30], [-0.96, 0.34, 0.86], [-0.37, -0.97, 0.70], [1.48, 0.21, -0.53], [-1.67, 0.90, -0.16], [-1.16, -1.66, 0.40], [0.78, -1.06, -0.33], [-0.51, 0.98, 1.50], [2.48, 2.21, -0.94], [-1.92, 1.96, 0.03], [2.01, 1.28, -0.74]]
}